# 1
A structure of composition C4H3BaO4 in a non-equilibrium geometry. Source: the Open Molecules 2025 dataset; level of theory: the ωB97M-V functional and the def2-TZVPD basis.

Summary:
- Kohn-Sham gap (eV) = 4.06
- HOMO level (eV) = -10.51
- E_tot (Eh) = -480.31758
- charge = +1
- LUMO energy (eV) = -6.45

```
12
C4H3BaO4 (the ωB97M-V functional and the def2-TZVPD basis)
C -1.413 -0.832 0.153
C -0.075 -0.881 0.092
H -1.943 -1.755 0.379
O 0.668 0.198 -0.255
C 1.972 -0.080 -0.674
O 2.745 0.551 0.088
Ba 5.686 0.814 0.212
O -1.730 1.562 0.240
C -2.264 0.364 -0.011
O -3.420 0.294 -0.376
H -0.772 1.567 0.069
H 0.547 -1.803 0.084
```

# 2
A structure of composition C4H3BiO4 in a non-equilibrium geometry. Source: the Open Molecules 2025 dataset; level of theory: the ωB97M-V functional and the def2-TZVPD basis.

Summary:
- Kohn-Sham gap (alpha / beta) (eV) = 9.91 / 4.95
- HOMO level (alpha / beta) (eV) = -19.59 / -16.76
- E_tot (Eh) = -668.91230
- charge = +2
- LUMO energy (alpha / beta) (eV) = -9.68 / -11.80

```
12
C4H3BiO4 (the ωB97M-V functional and the def2-TZVPD basis)
C 0.208 0.410 -0.752
C -0.179 -0.101 0.387
H -1.005 -0.806 0.522
O -0.433 1.326 -2.784
C 0.325 0.489 -2.081
O 1.047 -0.325 -2.859
H -1.365 1.228 -2.473
O 0.480 0.199 1.573
C -0.027 -0.294 2.696
O 0.557 0.062 3.752
Bi -1.020 -1.129 4.372
H 1.414 -1.059 -2.352
```

# 3
An isolated molecule of C4H3Br2NO in a non-equilibrium geometry. Source: the Open Molecules 2025 dataset; level of theory: the ωB97M-V functional and the def2-TZVPD basis.

Summary:
- Kohn-Sham gap (eV) = 7.21
- HOMO level (eV) = -7.73
- E_tot (Eh) = -5432.06253
- charge = 0
- LUMO energy (eV) = -0.52

```
11
C4H3Br2NO (the ωB97M-V functional and the def2-TZVPD basis)
C -1.023 -0.047 0.767
C 0.173 -0.596 1.208
C 1.108 -0.970 0.282
C 0.172 0.744 -1.048
N -0.999 0.615 -0.414
O 0.043 0.868 -2.337
Br 0.252 -1.452 2.964
Br 2.948 -0.888 0.611
H -1.812 0.063 1.591
H -1.798 0.922 -1.016
H 0.936 0.740 -2.609
```